Record 1
C2H2N2O2S | the ωB97M-V functional and the def2-TZVPD basis

HOMO level, eV: -10.5
Energy relative to the best compared isomer or geometry (same formula, charge and spin), kcal per mole: 139.8
Spin multiplicity: 1
Total energy, hartree: -735.36452
Total charge: 0

Geometry as XYZ:
```
9
Properties=species:S:1:pos:R:3:mulliken_charge:R:1
C 0.90724 -0.34875 1.38513 0.194
C 0.35221 -0.13011 0.02958 0.022
N 1.39212 -0.34634 2.46193 -0.337
N -1.16066 -0.13941 -0.19149 0.879
O -1.77340 -0.89835 0.52179 -0.507
O -1.58676 0.45946 -1.12859 -0.550
S 1.13659 1.40798 -0.66851 -0.199
H 0.39622 -1.65850 -0.67829 0.300
H 0.33644 1.65401 -1.73155 0.199
```


Record 2
C24H24IN2O3Rh | the ωB97M-V functional and the def2-TZVPD basis

HOMO level (spin up / spin down), eV: -14.3 / -14.3
Spin multiplicity: 1
Total energy, hartree: -1671.74300
Total charge: +2

Geometry as XYZ:
```
55
Properties=species:S:1:pos:R:3:mulliken_charge:R:1
Rh -0.20573 -0.81383 1.30684 0.030
C -4.59293 -1.36013 2.84844 -1.258
C -4.29343 -0.02743 2.28774 0.898
N -5.22833 0.79397 1.96184 -0.517
C -5.04033 1.98517 1.43214 -0.805
C -3.76353 2.47847 1.18884 0.459
C -3.62633 3.85747 0.57374 -0.972
O -2.61843 3.90787 -0.40766 -0.457
C -2.66063 1.65997 1.49854 0.326
C -1.31753 2.15117 1.33434 -0.083
N -0.23993 1.44667 1.22004 0.015
C 1.00617 2.06467 1.04994 0.436
C 1.14197 3.29507 0.38564 -0.116
C 2.37707 3.89037 0.22184 -0.893
C 3.52677 3.27987 0.70144 -0.617
C 3.42977 2.05997 1.35114 -0.656
C 2.19097 1.46747 1.51014 0.133
I 2.13267 -0.41583 2.54474 0.219
C -2.89153 0.35107 2.05984 0.509
O -2.00443 -0.46073 2.39904 -0.963
H -5.66183 -1.45953 3.01754 0.368
H -4.04673 -1.51033 3.78114 0.363
H -4.26113 -2.14843 2.17094 0.304
H -5.93513 2.54227 1.20144 0.425
H -3.36483 4.57137 1.37134 0.300
H -4.59723 4.15287 0.17184 0.509
H -3.01563 4.07597 -1.27016 0.316
H -1.23783 3.23847 1.33414 0.797
H 0.27347 3.78197 -0.03236 0.517
H 2.44007 4.84027 -0.28486 0.435
H 4.49217 3.74247 0.57214 0.439
H 4.31027 1.56357 1.72784 0.418
C 3.43097 -1.28153 -4.25206 -1.493
C 2.71047 -1.89753 -3.10976 0.450
C 3.24367 -2.97713 -2.40596 -0.913
C 2.58897 -3.55903 -1.32896 0.906
C 3.24107 -4.68293 -0.60026 -1.849
C 1.34457 -3.00993 -0.92246 0.683
C 0.75747 -3.43603 0.31334 -0.418
O -0.17393 -2.88793 0.91754 -0.603
C 0.74697 -1.96253 -1.68596 1.582
C -0.62023 -1.45353 -1.40386 -1.329
C 1.45537 -1.40943 -2.73546 -0.943
H 4.40797 -1.73203 -4.40026 0.371
H 3.55677 -0.21033 -4.09006 0.363
H 2.84247 -1.39283 -5.16436 0.364
H 4.21127 -3.35883 -2.69616 0.346
H 4.15807 -4.98423 -1.09806 0.376
H 2.58837 -5.55343 -0.56466 0.431
H 3.50167 -4.39893 0.41854 0.412
H 1.21367 -4.32343 0.77344 0.484
H -1.33333 -2.26703 -1.26826 0.500
H -0.98113 -0.79603 -2.19396 0.408
H -0.62013 -0.82553 -0.43226 0.534
H 1.01097 -0.60193 -3.29946 0.460
```


Record 3
C3H8N4S2 | the ωB97M-V functional and the def2-TZVPD basis

HOMO level, eV: -16.7
Energy relative to the best compared isomer or geometry (same formula, charge and spin), kcal per mole: 45.7
Spin multiplicity: 1
Total energy, hartree: -1133.76603
Total charge: +2

Geometry as XYZ:
```
17
Properties=species:S:1:pos:R:3:mulliken_charge:R:1
C -0.01117 1.17986 0.41928 0.919
C 2.32310 0.54278 -0.14623 0.231
C -0.21915 -1.42526 0.68242 -0.041
N -0.57424 -0.00199 0.73608 -0.184
N 1.23224 1.31429 -0.07421 -0.162
N -0.69942 2.27433 0.47795 -0.412
N -1.02521 -2.00680 -1.08570 -0.710
S 3.88938 0.49126 -0.29447 0.123
S 1.29939 -1.89787 0.83968 -0.121
H -0.95266 -2.05078 1.09029 0.332
H -1.44906 0.04654 1.17184 0.265
H 1.33673 2.31919 -0.32727 0.245
H -1.68823 2.32949 0.69726 0.241
H -0.20652 3.27692 0.37601 0.279
H -0.50784 -2.86112 -1.42064 0.360
H -0.79309 -1.23228 -1.80206 0.327
H -1.95424 -2.29856 -1.34023 0.310
```


Record 4
C49H38Co2NO7P | the ωB97M-V functional and the def2-TZVPD basis

HOMO level, eV: -7.5
Spin multiplicity: 1
Total energy, hartree: -5578.26816
Total charge: 0

Geometry as XYZ:
```
98
Properties=species:S:1:pos:R:3:mulliken_charge:R:1
C -0.81198 -3.51626 3.67920 -1.207
C -1.59117 -2.24810 3.92624 -0.206
O -1.90129 -1.69530 2.60683 -0.264
C -2.62290 -0.57156 2.73747 -0.308
C -2.74333 0.27672 1.44555 0.364
N -1.38846 0.72864 1.29568 -0.275
C -0.58200 0.80623 0.29874 -0.205
C 0.66906 1.59120 0.52879 0.915
C 1.65293 1.86722 -0.43962 0.011
C 2.69490 2.75442 -0.14724 -0.953
C 2.80164 3.32763 1.12419 -0.499
C 1.87415 2.98606 2.11841 -0.715
C 0.83874 2.10409 1.81933 -0.585
C -0.86799 0.24201 -1.04692 0.379
C -0.77855 1.06891 -2.17153 -0.238
C -1.14200 0.58075 -3.42423 -1.072
C -1.54280 -0.75269 -3.55910 -0.540
C -1.60101 -1.59141 -2.44011 -0.954
C -1.29816 -1.08530 -1.17456 0.004
O -3.08571 -0.21877 3.81095 -0.578
H -0.21029 -3.74016 4.56600 0.365
H -1.49897 -4.35677 3.52124 0.312
H -0.15550 -3.43440 2.80542 0.299
H -2.52012 -2.43534 4.48377 0.312
H -0.98319 -1.51035 4.46903 0.317
H -3.09725 -0.39457 0.64585 0.777
H 1.60578 1.38857 -1.41533 0.635
H 3.43011 2.98907 -0.92094 0.404
H 3.61182 4.02485 1.34266 0.402
H 1.93902 3.39447 3.12600 0.417
H 0.11620 1.81112 2.58226 0.357
H -0.42467 2.09521 -2.05385 0.609
H -1.08139 1.24261 -4.28992 0.345
H -1.82684 -1.12796 -4.54282 0.412
H -1.89863 -2.63691 -2.53819 0.413
H -1.35839 -1.70642 -0.27815 0.589
O -6.97938 -1.65369 -0.73542 -0.402
C -7.20424 -0.55501 -0.45275 -0.010
Co -7.61567 1.12659 -0.08435 0.139
C -9.17768 1.45736 -0.81495 0.331
O -10.19383 1.69334 -1.31595 -0.409
C -8.45056 1.03163 1.44077 0.348
O -9.01537 1.02677 2.45014 -0.395
C -6.06874 2.00600 0.85086 -1.376
C -4.72015 1.71478 0.74267 -1.049
C -3.73545 1.35430 1.76952 1.058
C -3.00016 2.57890 2.32651 -0.020
C -2.91272 2.78362 3.70219 -0.495
C -2.18453 3.86039 4.20254 -1.110
C -1.52113 4.71522 3.32431 -0.999
C -1.59828 4.50302 1.94653 -0.800
C -2.34755 3.43752 1.44494 1.683
Co -5.42749 2.14292 -0.85598 0.183
C -4.42976 1.60814 -2.16521 0.589
O -3.94528 1.27253 -3.17381 -0.462
C -6.73423 1.77826 -2.07423 0.163
O -7.20286 1.67148 -3.14525 -0.487
P -5.39481 4.25211 -1.30075 2.362
C -3.68528 4.71350 -1.79062 -0.019
C -2.85603 5.46914 -0.94974 -0.853
C -1.50642 5.63946 -1.27245 -0.363
C -0.98695 5.08419 -2.44392 -0.581
C -1.83132 4.41290 -3.33134 -1.210
C -3.18068 4.24525 -3.01467 -0.167
C -6.37986 4.94497 -2.68585 -0.070
C -5.84263 5.84622 -3.61979 -0.263
C -6.65171 6.37803 -4.62931 -0.829
C -8.00805 6.04839 -4.68830 -0.596
C -8.56198 5.19910 -3.72569 -0.945
C -7.75511 4.65357 -2.72262 0.001
C -5.81400 5.45469 0.03433 -0.215
C -6.54536 6.62976 -0.20987 -1.108
C -6.83030 7.51270 0.83545 -0.687
C -6.40147 7.22984 2.13446 -0.758
C -5.67617 6.06237 2.39062 -1.159
C -5.38866 5.18228 1.34601 0.073
H -6.42488 2.62445 1.68797 0.995
H -4.34618 0.97540 2.59755 1.007
H -3.41818 2.08413 4.36703 0.547
H -2.12883 4.01630 5.28107 0.425
H -0.92158 5.54699 3.70946 0.444
H -1.05554 5.14544 1.25407 0.254
H -2.42415 3.23394 0.36983 -0.078
H -3.26973 5.92364 -0.04700 0.391
H -0.86120 6.22054 -0.61142 0.557
H 0.07549 5.19036 -2.67133 0.425
H -1.44733 4.01645 -4.27231 0.441
H -3.84965 3.78620 -3.74524 0.759
H -4.79417 6.14039 -3.56772 0.401
H -6.21023 7.05151 -5.36495 0.418
H -8.63480 6.45946 -5.48092 0.376
H -9.62465 4.95395 -3.75175 0.449
H -8.20344 4.02091 -1.95088 0.439
H -6.89105 6.85298 -1.21988 0.344
H -7.39491 8.42209 0.62598 0.436
H -6.63282 7.91741 2.94825 0.382
H -5.32915 5.82491 3.39810 0.490
H -4.82088 4.26821 1.55215 0.965
```